No. 1
DFT (wB97M-V/def2-TZVPD) results for a structure of composition C37H89AlIN2O3.

Computed properties:
LUMO level ... 1.75 eV
Frontier orbital gap ... 0.246 hartree
HOMO ... -4.95 eV
Total charge ... -1

Each line ends with the Mulliken charge.
Element x y z (Å)
C1 -10.8119 -0.7740 -4.2574  -0.859
O1 -9.5523 -0.7861 -3.6579  -0.065
C2 -8.6043 -1.6845 -4.2495  -0.732
Al1 -7.1791 -2.2039 -2.9703  -0.075
N1 -5.9758 -3.3228 -3.8166  -0.555
I1 -8.4628 -3.5792 -1.1070  -0.476
O2 -6.3732 -0.8593 -2.2172  -0.149
C3 -5.7827 -0.9132 -0.9452  -0.752
C4 -4.8101 0.2539 -0.7772  -0.055
N2 -3.4047 -0.1560 -0.8726  -0.229
C5 -2.4606 0.8397 -0.4105  -1.133
C6 -1.9469 0.5330 1.0069  0.873
C7 -0.7485 -0.4046 0.9524  -1.544
O3 -3.0166 -0.0230 1.7708  -0.628
H1 -11.5241 -0.3300 -3.5593  0.179
H2 -11.1449 -1.7909 -4.4979  0.382
H3 -10.8173 -0.1833 -5.1871  0.304
H4 -9.1209 -2.6047 -4.5685  0.327
H5 -8.2018 -1.2258 -5.1676  0.292
H6 -5.2793 -3.6755 -3.1648  0.175
H7 -6.4628 -4.1605 -4.1289  0.173
H8 -6.5383 -0.8844 -0.1528  0.232
H9 -5.2082 -1.8366 -0.7950  0.310
H10 -5.0523 0.9967 -1.5484  0.336
H11 -4.9252 0.7211 0.2022  0.033
H12 -3.2017 -0.4257 -1.8249  0.279
H13 -1.5891 0.8351 -1.0700  0.448
H14 -2.8829 1.8531 -0.4446  0.227
H15 -1.6392 1.4757 1.4790  0.259
H16 -0.9200 -1.1819 0.2057  0.291
H17 -0.5963 -0.8977 1.9152  0.342
H18 0.1671 0.1346 0.7026  0.363
H19 -2.7733 0.0459 2.6940  0.352
C8 -4.2827 3.3766 3.0453  -1.208
C9 -4.7253 3.8104 1.6526  0.440
C10 -4.9659 5.3127 1.5213  -0.914
C11 -6.0545 5.8679 2.4415  -0.886
C12 -7.4248 5.2110 2.2901  -0.446
C13 -8.0271 5.3691 0.8990  -0.929
H20 -5.0389 3.5922 3.8023  0.399
H21 -4.1066 2.2996 3.0555  0.258
H22 -3.3584 3.8795 3.3420  0.279
H23 -5.6245 3.2573 1.3693  0.150
H24 -3.9566 3.5126 0.9349  -0.055
H25 -5.2060 5.5454 0.4804  0.325
H26 -4.0318 5.8414 1.7412  0.436
H27 -6.1552 6.9423 2.2525  0.406
H28 -5.7297 5.7746 3.4821  0.309
H29 -8.1019 5.6501 3.0283  0.410
H30 -7.3576 4.1481 2.5387  0.262
H31 -8.1227 6.4253 0.6341  0.329
H32 -9.0194 4.9202 0.8454  0.352
H33 -7.4125 4.8893 0.1357  0.134
C14 1.8203 -3.5224 0.3886  -1.178
C15 2.2647 -2.5849 1.5062  -0.096
C16 3.7303 -2.7564 1.9005  -0.356
C17 4.0971 -4.1454 2.4263  -0.551
C18 3.2882 -4.6049 3.6382  -0.717
C19 3.4489 -3.7011 4.8558  -1.237
H34 1.9046 -4.5705 0.6812  0.303
H35 0.7803 -3.3436 0.1149  0.383
H36 2.4315 -3.3769 -0.5057  0.212
H37 1.6222 -2.7284 2.3797  0.233
H38 2.1080 -1.5514 1.1879  0.197
H39 3.9934 -2.0003 2.6457  0.383
H40 4.3569 -2.5437 1.0274  0.017
H41 5.1612 -4.1489 2.6879  0.392
H42 3.9828 -4.8809 1.6249  0.321
H43 3.5981 -5.6204 3.8988  0.426
H44 2.2300 -4.6728 3.3720  0.319
H45 4.4980 -3.6328 5.1537  0.287
H46 2.8837 -4.0808 5.7077  0.392
H47 3.0954 -2.6887 4.6546  0.291
C20 10.0232 -1.6720 -1.1576  -0.960
C21 8.5390 -1.3330 -1.2406  -0.744
C22 7.7381 -1.8176 -0.0330  -0.464
C23 7.7637 -3.3315 0.1873  -0.203
C24 7.2775 -4.1612 -1.0009  -0.562
C25 5.8344 -3.8601 -1.3895  -0.721
H48 10.1877 -2.7507 -1.1314  0.271
H49 10.5710 -1.2789 -2.0155  0.491
H50 10.4673 -1.2481 -0.2532  0.037
H51 8.1196 -1.7543 -2.1585  0.247
H52 8.4192 -0.2499 -1.3255  0.443
H53 6.7032 -1.4799 -0.1338  0.202
H54 8.1256 -1.3301 0.8677  0.441
H55 7.1382 -3.5628 1.0560  -0.012
H56 8.7763 -3.6474 0.4538  0.295
H57 7.3687 -5.2193 -0.7418  0.400
H58 7.9327 -4.0048 -1.8629  0.254
H59 5.1728 -4.0280 -0.5365  -0.160
H60 5.4960 -4.4994 -2.2056  0.455
H61 5.7091 -2.8245 -1.7098  0.270
C26 -10.2241 1.8421 -1.5380  -1.277
C27 -9.6590 2.2880 -2.8809  0.080
C28 -9.1480 3.7266 -2.8900  -0.591
C29 -10.2017 4.7918 -2.5788  -0.474
C30 -11.4214 4.7687 -3.4991  -0.517
C31 -11.0811 5.0076 -4.9663  -1.258
H62 -11.0971 2.4298 -1.2401  0.332
H63 -10.5152 0.7927 -1.5771  0.388
H64 -9.4705 1.9400 -0.7523  0.258
H65 -10.4147 2.1526 -3.6613  0.108
H66 -8.8430 1.6156 -3.1469  0.199
H67 -8.6909 3.9363 -3.8618  0.353
H68 -8.3399 3.8156 -2.1570  0.175
H69 -9.7332 5.7812 -2.6364  0.427
H70 -10.5401 4.6778 -1.5448  0.164
H71 -12.1298 5.5321 -3.1634  0.426
H72 -11.9375 3.8103 -3.3985  0.240
H73 -10.5764 5.9683 -5.0971  0.293
H74 -11.9789 5.0142 -5.5867  0.388
H75 -10.4206 4.2309 -5.3535  0.286
C32 15.2707 -0.4768 4.0800  -1.195
C33 15.4560 -0.2320 2.5862  -0.364
C34 14.1936 0.2719 1.8882  -0.799
C35 12.9988 -0.6815 1.9578  -0.498
C36 13.2610 -2.0788 1.3977  -0.441
C37 13.6413 -2.0804 -0.0790  -1.141
H76 14.5227 -1.2475 4.2722  0.280
H77 16.2015 -0.8011 4.5470  0.383
H78 14.9433 0.4346 4.5853  0.292
H79 15.8026 -1.1518 2.1066  0.219
H80 16.2521 0.5021 2.4370  0.373
H81 14.4284 0.4882 0.8427  0.312
H82 13.9004 1.2279 2.3339  0.393
H83 12.1656 -0.2312 1.4085  0.227
H84 12.6605 -0.7707 2.9935  0.368
H85 12.3589 -2.6810 1.5358  0.313
H86 14.0440 -2.5731 1.9800  0.380
H87 12.8568 -1.6111 -0.6754  0.189
H88 13.7798 -3.0966 -0.4503  0.367
H89 14.5691 -1.5356 -0.2620  0.365


No. 2
DFT (wB97M-V/def2-TZVPD) results for a cluster of 9 separate species, C37H90BFO10 in total.

Computed properties:
LUMO level ... 0.37 eV
Structure (SMILES) ... CC[C@H](F)BCC(=O)O.CCOCC.CCOCC.CCOCC.CCOCC.CCOCC.CCOCC.CCOCC.CCOCC
Frontier orbital gap ... 0.357 hartree
HOMO ... -9.33 eV
Total charge ... 0

Each line ends with the Mulliken charge.
Element x y z (Å)
C1 2.2615 5.3623 -3.3138  -1.087
C2 2.7159 4.4721 -2.1584  -0.425
C3 2.5088 2.9729 -2.4414  0.319
F1 1.4617 2.5496 -1.6110  -0.397
B1 3.8220 2.2335 -2.0252  0.219
C4 5.1420 2.1344 -2.8982  -0.559
C5 4.8820 1.8596 -4.3416  0.433
O1 4.3377 0.9120 -4.7374  -0.541
O2 5.3309 2.7778 -5.2244  -0.435
H1 1.3208 5.0094 -3.6988  0.383
H2 2.0560 6.3461 -2.9273  0.468
H3 3.0077 5.4111 -4.0875  -0.085
H4 3.7775 4.6122 -1.9859  0.247
H5 2.1577 4.7267 -1.2795  0.380
H6 2.1747 2.7981 -3.4585  0.283
H7 3.8440 1.7502 -0.9376  -0.172
H8 5.6670 3.0790 -2.7845  0.477
H9 5.7374 1.3339 -2.5009  0.228
H10 5.7982 3.4624 -4.7313  0.325
C6 8.0876 -2.6414 -0.5786  -1.197
C7 6.8825 -2.6543 0.3466  -0.453
O3 5.8651 -1.7409 -0.0193  -0.161
C8 5.2916 -1.9247 -1.3041  -0.120
C9 4.6384 -3.2822 -1.5032  -1.170
H11 8.5191 -1.6405 -0.6278  0.305
H12 8.8484 -3.3328 -0.2149  0.395
H13 7.8267 -2.9397 -1.5947  0.281
H14 7.1971 -2.3573 1.3481  0.345
H15 6.4730 -3.6669 0.4351  0.388
H16 6.0400 -1.7382 -2.0827  0.381
H17 4.5351 -1.1451 -1.4087  0.114
H18 5.3567 -4.0990 -1.4196  0.300
H19 4.1853 -3.3367 -2.4934  0.417
H20 3.8629 -3.4487 -0.7568  0.249
C10 1.4166 0.5815 3.5660  -0.834
C11 1.5144 0.2650 2.0829  -0.380
O4 2.8364 0.2498 1.5818  -0.406
C12 3.7227 -0.6890 2.1667  -0.303
C13 3.2722 -2.1305 2.0181  -1.077
H21 1.8793 1.5459 3.7829  0.289
H22 0.3708 0.6175 3.8749  0.177
H23 1.9165 -0.1690 4.1796  0.268
H24 0.9941 1.0378 1.5156  0.390
H25 1.0091 -0.6814 1.8566  0.286
H26 3.8976 -0.4423 3.2213  0.353
H27 4.6741 -0.5608 1.6554  0.239
H28 2.3225 -2.3182 2.5230  0.361
H29 4.0162 -2.8043 2.4456  0.416
H30 3.1413 -2.3792 0.9662  0.135
C14 -5.1996 -1.7124 4.1157  -0.888
C15 -4.0639 -1.3040 5.0364  -0.699
O5 -2.8428 -1.0525 4.3630  -0.411
C16 -2.8597 -0.0205 3.3941  0.137
C17 -3.2316 1.3429 3.9519  -1.270
H31 -4.9247 -2.5987 3.5410  0.206
H32 -6.0953 -1.9390 4.6947  0.485
H33 -5.4527 -0.9244 3.4036  0.343
H34 -3.8529 -2.1192 5.7295  0.377
H35 -4.3504 -0.4414 5.6486  0.356
H36 -3.5151 -0.2907 2.5583  0.107
H37 -1.8471 0.0236 2.9909  0.149
H38 -4.2427 1.3569 4.3605  0.354
H39 -3.1791 2.0971 3.1660  0.435
H40 -2.5471 1.6258 4.7535  0.283
C18 -9.4746 -2.4695 2.7394  -1.389
C19 -8.1558 -3.1818 2.4912  0.181
O6 -7.7462 -4.0178 3.5595  -0.306
C20 -8.6250 -5.0726 3.9010  -0.395
C21 -8.8880 -6.0482 2.7659  -1.020
H41 -9.4177 -1.8689 3.6488  0.324
H42 -9.7108 -1.8143 1.9004  0.413
H43 -10.3031 -3.1694 2.8585  0.300
H44 -7.3680 -2.4382 2.3725  0.216
H45 -8.1874 -3.7506 1.5557  0.089
H46 -9.5664 -4.6737 4.2956  0.345
H47 -8.1430 -5.6017 4.7239  0.356
H48 -9.3786 -5.5686 1.9180  0.262
H49 -9.5321 -6.8588 3.1087  0.412
H50 -7.9501 -6.4759 2.4070  0.226
C22 -3.8341 -3.4336 -1.2369  -1.260
C23 -5.0605 -3.4734 -0.3428  0.229
O7 -6.0853 -2.5681 -0.7218  -0.429
C24 -6.6296 -2.7442 -2.0158  -0.349
C25 -7.2661 -4.1062 -2.2376  -1.000
H51 -3.4131 -2.4272 -1.2619  0.355
H52 -3.0769 -4.1227 -0.8610  0.299
H53 -4.0654 -3.7212 -2.2636  0.331
H54 -4.7706 -3.1904 0.6703  0.026
H55 -5.4582 -4.4923 -0.2773  0.207
H56 -5.8708 -2.5419 -2.7801  0.317
H57 -7.3908 -1.9705 -2.1219  0.367
H58 -6.5416 -4.9167 -2.1503  0.269
H59 -7.7053 -4.1578 -3.2345  0.408
H60 -8.0519 -4.2837 -1.5010  0.226
C26 -4.3234 -5.6810 3.3493  -0.618
C27 -3.4754 -6.6764 2.5780  -0.541
O8 -2.6545 -6.0788 1.5894  -0.444
C28 -1.7125 -5.1245 2.0499  0.123
C29 -0.7099 -5.6758 3.0489  -1.266
H61 -4.9539 -5.1066 2.6680  0.028
H62 -4.9654 -6.2006 4.0616  0.434
H63 -3.7129 -4.9709 3.9098  0.210
H64 -4.1269 -7.3666 2.0408  0.346
H65 -2.8730 -7.2855 3.2616  0.348
H66 -2.2263 -4.2480 2.4613  0.033
H67 -1.1822 -4.7837 1.1598  0.411
H68 -1.1911 -6.0225 3.9642  0.281
H69 0.0092 -4.9031 3.3230  0.345
H70 -0.1684 -6.5199 2.6188  0.334
C30 5.0116 5.6264 -7.7908  -1.265
C31 3.8563 5.5305 -6.8089  -0.077
O9 2.8096 6.4506 -7.0584  -0.432
C32 2.1681 6.3402 -8.3156  -0.319
C33 1.5144 4.9903 -8.5595  -1.037
H71 5.4288 6.6348 -7.7912  0.322
H72 5.7969 4.9208 -7.5169  0.384
H73 4.7015 5.3969 -8.8107  0.305
H74 4.2212 5.7609 -5.8062  0.205
H75 3.4653 4.5085 -6.7700  0.283
H76 2.8673 6.5840 -9.1235  0.324
H77 1.4031 7.1170 -8.3231  0.333
H78 2.2415 4.1775 -8.5700  0.263
H79 1.0012 4.9904 -9.5218  0.393
H80 0.7866 4.7729 -7.7763  0.271
C34 5.8107 8.5742 1.5742  -1.081
C35 4.8725 7.9093 0.5810  -0.330
O10 4.8758 6.4950 0.6433  -0.387
C36 4.4912 5.9175 1.8789  -0.336
C37 3.0832 6.2802 2.3190  -1.001
H81 6.8325 8.2213 1.4279  0.291
H82 5.7919 9.6566 1.4424  0.392
H83 5.5318 8.3609 2.6069  0.266
H84 5.1882 8.1591 -0.4324  0.329
H85 3.8529 8.2946 0.6942  0.320
H86 5.2184 6.1677 2.6594  0.317
H87 4.5535 4.8390 1.7307  0.322
H88 2.9693 7.3515 2.4900  0.302
H89 2.8370 5.7665 3.2487  0.394
H90 2.3588 5.9874 1.5573  0.208


No. 3
DFT (wB97M-V/def2-TZVPD) results for a structure of composition C37H96CuN4O14.

Computed properties:
⟨S²⟩ ... 0.7556
LUMO level (spin up / spin down) ... 0.36 / -0.76 eV
Frontier orbital gap (spin up / spin down) ... 0.295 / 0.251 hartree
Spin multiplicity ... 2
HOMO (spin up / spin down) ... -7.66 / -7.59 eV
Total charge ... 0

Each line ends with the Mulliken charge.
Element x y z (Å)
Cu1 2.1163 2.5079 -0.7004  0.030
C1 -1.7769 3.1896 -1.8845  -0.660
C2 -0.3783 3.3991 -2.4902  -0.351
O1 0.5646 3.7309 -1.5417  -0.660
H1 -2.0089 4.0370 -1.2373  0.448
H2 -1.7839 2.2598 -1.3117  -0.238
H3 -2.5489 3.1362 -2.6564  0.500
H4 -0.4799 4.2316 -3.2034  0.426
H5 -0.1419 2.4920 -3.0691  -0.098
C3 -0.6079 0.2316 1.0596  -0.469
C4 0.3346 -0.3276 -0.0218  1.994
C5 -0.5147 -0.6649 -1.2534  -0.174
O2 1.3839 0.4819 -0.3421  0.572
H6 -1.2854 1.0200 0.7184  -0.199
H7 -0.0408 0.6317 1.8996  -0.507
H8 -1.2307 -0.5579 1.4970  0.434
H9 0.6647 -1.3177 0.3615  -0.893
H10 -1.2480 -1.4757 -1.1811  0.701
H11 0.0663 -0.9763 -2.1295  0.082
H12 -1.0122 0.2721 -1.5323  -1.292
C6 0.0663 3.5967 1.7771  -0.540
O3 1.2996 3.0704 1.3292  0.083
C7 2.3051 3.0526 2.3250  -1.073
C8 3.3571 2.0331 1.9243  0.988
N1 3.8665 2.3229 0.5827  0.435
C9 4.8594 1.3657 0.0888  1.208
C10 6.1705 1.4566 0.8672  -1.113
O4 6.5557 2.7911 1.0371  -0.289
C11 7.7070 2.9608 1.8179  -0.847
H13 -0.7342 3.5091 1.0487  -0.071
H14 0.2318 4.6399 2.0623  0.329
H15 -0.2834 3.0217 2.6420  0.113
H16 1.9085 2.7970 3.3110  0.486
H17 2.7316 4.0628 2.3768  0.515
H18 2.8969 1.0405 1.9035  -1.039
H19 4.1107 1.9525 2.7169  0.477
H20 4.3518 3.2150 0.6789  0.365
H21 5.0561 1.6283 -0.9522  -0.494
H22 4.4342 0.3652 0.1203  -0.989
H23 6.9355 0.8619 0.3513  0.626
H24 6.0385 0.9335 1.8240  0.322
H25 7.6031 2.5178 2.8135  0.335
H26 7.8455 4.0322 1.9747  0.261
H27 8.6284 2.6287 1.3293  0.314
C12 -5.3223 2.0181 -0.8154  -0.531
O5 -5.5428 1.1779 -1.9100  -0.473
C13 -4.4885 0.2826 -2.1652  0.422
C14 -5.0072 -0.8068 -3.0752  0.325
N2 -5.8782 -1.7816 -2.4030  -0.057
C15 -6.1489 -2.9257 -3.2782  -0.689
C16 -6.7614 -4.0599 -2.4948  -0.340
O6 -7.1042 -5.1052 -3.3826  -0.340
C17 -7.9269 -6.0814 -2.7849  -0.730
H28 -6.1707 2.6709 -0.6096  0.324
H29 -4.4468 2.6664 -0.9392  0.121
H30 -5.1889 1.4336 0.1059  0.245
H31 -4.0980 -0.1545 -1.2354  -0.163
H32 -3.5986 0.7536 -2.6043  0.182
H33 -4.1504 -1.3351 -3.5011  -0.915
H34 -5.4889 -0.4065 -3.9770  0.379
H35 -6.7450 -1.2551 -2.3079  0.273
H36 -5.1947 -3.2826 -3.6773  0.108
H37 -6.7524 -2.6101 -4.1349  0.283
H38 -7.7042 -3.6880 -2.0623  0.380
H39 -6.1215 -4.4547 -1.6990  0.284
H40 -8.1322 -6.8479 -3.5251  0.248
H41 -8.8510 -5.6154 -2.4210  0.310
H42 -7.4173 -6.4967 -1.9061  0.291
C18 3.3239 4.0435 -6.6933  -0.812
O7 3.1105 3.7103 -5.3417  -0.259
C19 4.0635 2.8143 -4.8331  -1.122
C20 3.8877 2.6700 -3.3303  -0.587
N3 2.5615 2.1570 -2.9351  0.609
C21 2.3013 0.7579 -3.3093  -0.645
C22 3.2649 -0.2707 -2.7547  0.995
O8 4.4868 -0.2407 -3.4649  -0.393
C23 5.4593 -1.0714 -2.8813  -0.645
H43 2.9305 3.2416 -7.3270  0.308
H44 4.3787 4.1775 -6.9573  0.317
H45 2.8263 4.9836 -6.9205  0.240
H46 5.0878 3.1762 -5.0034  0.543
H47 4.0300 1.8336 -5.3263  0.385
H48 4.0361 3.6705 -2.9140  0.603
H49 4.7016 2.0533 -2.9585  0.062
H50 1.9490 2.7184 -3.5244  0.176
H51 2.2065 0.6297 -4.3958  0.551
H52 1.3053 0.5304 -2.9284  -0.535
H53 2.7576 -1.2330 -2.9199  0.587
H54 3.3743 -0.1475 -1.6731  -1.025
H55 5.1563 -2.1261 -2.8826  0.316
H56 5.7026 -0.7690 -1.8582  0.114
H57 6.3586 -1.0431 -3.4964  0.327
C24 1.0806 -0.6015 3.9848  -0.003
O9 0.3314 -0.1288 5.0702  -0.503
C25 -0.8672 0.5304 4.6836  0.557
C26 -1.6911 0.8581 5.9033  -1.119
N4 -1.0454 1.8726 6.7094  -0.339
C27 -1.7660 2.1042 7.9584  -0.439
C28 -0.9651 2.9801 8.8999  -0.601
O10 0.2505 2.3517 9.2837  -0.341
C29 0.1191 1.3704 10.2870  -0.665
H58 1.5425 0.2473 3.4582  -0.180
H59 0.4842 -1.1899 3.2835  0.145
H60 1.9367 -1.1855 4.3257  0.380
H61 -1.4014 -0.1047 3.9715  0.365
H62 -0.5859 1.4761 4.2045  -0.463
H63 -1.9084 -0.0688 6.4589  0.447
H64 -2.6597 1.2278 5.5550  0.379
H65 -0.1178 1.5653 6.9867  0.301
H66 -1.9547 1.1187 8.4087  0.257
H67 -2.7226 2.6084 7.7945  0.321
H68 -1.5653 3.2801 9.7679  0.399
H69 -0.6592 3.9204 8.4397  0.295
H70 -0.6266 0.6142 10.0234  0.273
H71 -0.1898 1.8225 11.2369  0.288
H72 1.0855 0.8931 10.4278  0.239
C30 -3.5021 -2.8406 0.2684  -0.099
C31 -4.8631 -2.8112 0.9469  -0.861
O11 -5.7424 -1.8424 0.4227  -0.578
H73 -3.0273 -1.8633 0.3856  -0.022
H74 -3.5794 -3.0136 -0.8079  0.202
H75 -2.8608 -3.5811 0.7465  0.139
H76 -4.6940 -2.5501 1.9987  0.457
H77 -5.3166 -3.8083 1.0330  0.278
H78 -5.6304 -1.8509 -0.5538  0.465
C32 -1.6992 -2.7869 -3.9950  0.084
C33 -1.7760 -1.3791 -4.5543  -0.017
O12 -2.7458 -1.3054 -5.5762  -0.532
H79 -1.2303 -3.4713 -4.7093  0.443
H80 -2.6829 -3.1949 -3.7643  -0.099
H81 -1.0589 -2.8280 -3.1115  -0.327
H82 -0.7768 -1.0439 -4.8659  0.484
H83 -1.9870 -0.6631 -3.7554  -0.330
H84 -2.3573 -1.6502 -6.3846  0.341
C34 -0.1202 -4.6388 0.4976  -0.746
C35 0.5077 -4.4898 -0.8695  0.566
O13 0.0454 -5.5372 -1.7295  -0.606
H85 -1.2047 -4.5483 0.4158  -0.053
H86 0.1899 -3.8179 1.1461  0.125
H87 0.1601 -5.6059 0.9098  0.442
H88 1.5845 -4.6191 -0.7137  0.246
H89 0.3014 -3.5198 -1.3308  -0.208
H90 0.5303 -5.4429 -2.5543  0.333
C36 3.8073 -2.7328 0.2660  -0.716
C37 3.5415 -1.9031 1.5059  0.244
O14 4.8007 -1.4240 2.0038  -0.616
H91 2.8860 -2.9803 -0.2576  -0.322
H92 4.2881 -3.6806 0.5148  0.495
H93 4.4767 -2.1654 -0.3820  0.029
H94 3.0561 -2.5691 2.2253  0.470
H95 2.9191 -1.0448 1.2327  -0.146
H96 4.6218 -0.8776 2.7749  0.346